Formula: C4H5Cl3O
Source: OMol25
Level of theory: ωB97M-V/def2-TZVPD

**Relative energy (zero: lowest compared OMol25 entry of this formula, charge and spin)**: 583.1 kJ/mol
**Calculated total energy**: -1611.0096 a.u.
**Molecular weight**: 175.44 u
**E_HOMO**: -10.42 eV
**Charge**: 0

Atoms and positions in Å:
C 1.12750 -0.47589 1.14174
C 0.81702 -0.29479 -0.33234
C -0.68727 -0.04529 -0.77633
C -1.37178 1.19314 -0.20333
H -0.09338 -0.10276 1.99832
H 2.27413 -0.12254 1.35716
H 1.06040 -1.92612 1.19962
H -0.91925 0.30802 -1.83888
H -2.30145 1.21620 0.83593
O -1.07552 2.14801 -1.02143
Cl 1.70381 1.20211 -0.71456
Cl 1.46902 -1.75916 -1.09388
Cl -2.00322 -1.34094 -0.55202